ORCA calculation (the ωB97M-V functional and the def2-TZVPD basis) on a structure of composition C62H78Cl2CsN7O2P2Si.

XYZ file:
```
155
Properties=species:S:1:pos:R:3:mulliken_charge:R:1
Cs 0.207 -0.924 1.245 0.826
Cl 0.653 -3.540 8.525 -0.283
C 1.181 -2.865 7.000 0.127
C 0.247 -2.643 6.004 -0.295
C 0.585 -2.091 4.768 -0.153
N -0.378 -1.974 3.772 -0.458
C -1.417 -1.181 3.832 -0.228
O -2.273 -1.065 2.917 -0.579
C -1.624 -0.245 5.022 0.745
C -2.927 -0.076 5.494 -0.626
C -3.142 0.711 6.607 -0.390
C -2.052 1.337 7.200 -0.835
C -0.805 1.160 6.623 -0.555
N -0.583 0.384 5.565 0.318
C 1.950 -1.772 4.516 -0.694
C 2.875 -2.038 5.530 -0.490
C 2.508 -2.560 6.757 -0.004
Cl 3.742 -2.831 7.970 -0.292
N 2.332 -1.083 3.358 0.775
C 3.484 -1.371 2.777 -0.172
O 4.313 -2.282 2.993 -0.845
C 3.900 -0.382 1.683 0.137
C 5.271 -0.175 1.501 -0.507
C 5.697 0.779 0.599 -0.891
C 4.752 1.491 -0.131 -0.673
C 3.419 1.187 0.071 -0.793
N 3.004 0.284 0.956 1.241
H -0.788 -2.905 6.181 0.434
H -3.731 -0.575 4.972 0.547
H -4.139 0.836 7.014 0.393
H -2.167 1.960 8.079 0.423
H 0.067 1.663 7.031 0.322
H 3.917 -1.822 5.341 0.539
H 5.958 -0.770 2.086 0.578
H 6.755 0.973 0.464 0.385
H 5.045 2.252 -0.844 0.494
H 2.641 1.705 -0.483 0.276
C -3.188 -2.642 -0.789 -1.520
Si -1.684 -1.846 -1.758 1.382
C -2.659 -0.821 -3.088 0.724
C -2.922 -1.331 -4.373 -0.684
C -3.667 -0.649 -5.318 -1.063
C -4.202 0.592 -5.003 -1.180
C -3.927 1.145 -3.765 -1.354
C -3.143 0.491 -2.808 0.752
P -2.545 1.329 -1.261 1.120
C -2.041 3.119 -1.659 0.422
C -2.663 4.015 -2.748 -1.569
C -2.061 3.845 -4.145 -0.554
C -0.541 3.941 -4.120 -1.384
C 0.020 2.926 -3.133 0.924
C -0.505 3.201 -1.733 -1.660
C -3.963 1.708 -0.078 0.190
C -5.085 2.703 -0.401 -1.390
C -6.222 2.109 -1.232 -0.133
C -6.776 0.841 -0.586 -1.290
C -5.657 -0.172 -0.349 0.150
C -4.563 0.433 0.528 -0.572
C -1.175 -3.506 -2.690 -0.231
C -2.133 -4.397 -3.196 0.504
C -1.826 -5.693 -3.579 -0.932
C -0.524 -6.153 -3.437 -0.985
C 0.452 -5.304 -2.942 -0.505
C 0.151 -3.984 -2.585 -0.632
P 1.418 -2.820 -1.926 0.101
C 2.984 -3.853 -1.867 0.015
C 3.651 -4.472 -3.118 -1.446
C 4.891 -3.693 -3.547 -0.342
C 5.977 -3.726 -2.459 -0.899
C 5.366 -3.762 -1.048 -1.213
C 4.010 -3.066 -1.022 0.009
C 1.512 -1.687 -3.421 2.217
C 2.534 -0.562 -3.254 -0.870
C 2.406 0.465 -4.379 -0.292
C 2.513 -0.183 -5.757 -1.024
C 1.470 -1.288 -5.907 -0.950
C 1.635 -2.332 -4.803 -0.563
H -4.156 -2.571 -1.294 0.295
H -2.971 -3.704 -0.645 0.589
H -3.290 -2.219 0.213 0.305
H -2.527 -2.306 -4.633 0.465
H -3.843 -1.088 -6.295 0.351
H -4.808 1.136 -5.719 0.319
H -4.320 2.129 -3.554 0.594
H -2.311 3.573 -0.697 0.536
H -3.744 3.871 -2.796 0.353
H -2.512 5.058 -2.436 0.461
H -2.335 2.870 -4.546 0.152
H -2.484 4.599 -4.818 0.411
H -0.135 3.779 -5.123 0.461
H -0.238 4.949 -3.807 0.361
H -0.291 1.918 -3.433 -0.440
H 1.112 2.947 -3.135 0.447
H -0.072 2.491 -1.024 0.399
H -0.180 4.205 -1.428 0.536
H -3.356 2.160 0.718 0.116
H -5.510 3.019 0.562 0.558
H -4.693 3.607 -0.874 0.253
H -7.013 2.855 -1.360 0.422
H -5.862 1.850 -2.226 -0.086
H -7.243 1.093 0.375 0.424
H -7.556 0.412 -1.221 0.477
H -6.050 -1.071 0.130 0.406
H -5.237 -0.480 -1.309 -0.103
H -5.006 0.693 1.498 0.596
H -3.773 -0.286 0.744 -0.286
H -3.166 -4.069 -3.258 0.357
H -2.600 -6.351 -3.961 0.396
H -0.267 -7.172 -3.703 0.376
H 1.456 -5.691 -2.831 0.317
H 2.653 -4.678 -1.224 0.868
H 3.962 -5.499 -2.886 0.521
H 2.944 -4.550 -3.941 0.666
H 5.285 -4.090 -4.487 0.478
H 4.606 -2.658 -3.747 -0.165
H 6.619 -4.600 -2.606 0.352
H 6.617 -2.845 -2.562 0.313
H 5.226 -4.800 -0.728 0.327
H 6.044 -3.304 -0.326 0.450
H 3.647 -2.975 0.002 0.377
H 4.124 -2.041 -1.393 -0.174
H 0.518 -1.220 -3.359 -1.188
H 2.399 -0.085 -2.280 -0.146
H 3.552 -0.966 -3.269 0.170
H 1.429 0.944 -4.304 -0.225
H 3.161 1.249 -4.264 0.558
H 2.385 0.572 -6.539 0.439
H 3.515 -0.612 -5.884 0.353
H 0.467 -0.852 -5.840 0.272
H 1.552 -1.759 -6.892 0.426
H 0.892 -3.125 -4.917 0.289
H 2.622 -2.788 -4.917 0.046
C -1.595 4.411 5.203 -0.088
C -1.573 4.614 3.701 -0.878
N -0.667 3.645 3.128 0.245
C 0.600 3.431 3.659 0.203
N 1.523 3.090 2.852 -0.691
C 2.828 2.709 3.371 0.652
C 2.776 2.321 4.843 -0.161
C 2.014 3.384 5.610 -1.031
N 0.688 3.528 5.045 0.553
C -0.174 4.462 5.737 -1.004
H -2.033 3.437 5.424 -0.051
H -2.193 5.187 5.686 0.381
H -1.284 5.653 3.469 0.333
H -2.566 4.447 3.278 0.413
H -0.643 3.571 2.123 0.014
H 3.534 3.534 3.203 0.220
H 3.178 1.862 2.799 -0.823
H 3.780 2.200 5.256 0.553
H 2.255 1.363 4.928 -0.301
H 2.557 4.345 5.578 0.291
H 1.900 3.108 6.664 0.483
H 0.217 5.493 5.650 0.373
H -0.159 4.206 6.802 0.417
```

energy relative to the best compared isomer or geometry (same formula, charge and spin): 121.7 kJ/mol
total energy: -4855.98656 hartree
lowest unoccupied orbital energy: 3.4 eV
HOMO-LUMO gap: 4.44 eV
HOMO energy: -0.997 eV
total charge: -2

ORCA calculation (the ωB97M-V functional and the def2-TZVPD basis) on a structure of composition C62H81BBr2FN9O9SSi2.

XYZ file:
```
168
Properties=species:S:1:pos:R:3:mulliken_charge:R:1
C -2.768 2.789 -0.746 -0.959
C -2.649 2.445 -2.232 -0.587
C -1.704 1.303 -2.527 0.125
O -0.338 1.616 -2.216 0.952
Si 0.730 0.380 -2.416 -1.316
C 0.244 -1.026 -1.291 -0.634
C 1.424 -1.920 -0.861 -1.078
O 1.768 -1.647 0.481 0.014
C 2.031 -2.784 1.288 -0.469
C 3.521 -3.102 1.310 -1.021
O 2.250 0.862 -1.971 0.040
Si 2.564 2.304 -1.224 0.190
C 4.368 2.266 -0.797 -0.706
C 4.754 0.992 0.002 0.608
C 5.494 -0.065 -0.809 -0.438
O 6.589 -0.546 0.005 -0.305
C 7.074 -1.749 -0.336 0.759
C 7.915 -2.370 0.743 -0.936
O 6.846 -2.278 -1.396 -0.600
B 2.125 3.943 -2.342 0.147
O 1.080 4.784 -2.041 -0.470
O 3.008 4.120 -3.352 -0.076
C 2.825 5.326 -4.146 -0.238
C 1.695 5.208 -5.142 -1.120
S 1.577 2.479 0.774 0.885
O 2.373 3.444 1.485 -0.639
O 0.188 2.808 0.710 -0.304
F 1.779 1.116 1.560 -0.081
C 0.849 -0.115 -4.246 -0.576
Br 0.462 1.435 -5.362 -0.073
C 0.119 -1.425 -4.629 1.013
C 0.997 -2.286 -5.535 -1.564
Br -1.572 -1.158 -5.555 -0.130
H -3.658 3.396 -0.577 0.503
H -2.858 1.906 -0.112 0.210
H -1.929 3.409 -0.438 0.053
H -2.343 3.338 -2.790 0.322
H -3.636 2.173 -2.621 0.271
H -2.042 0.427 -1.958 0.212
H -1.795 1.027 -3.584 -0.508
H -0.591 -1.611 -1.679 0.936
H -0.143 -0.526 -0.395 0.140
H 2.291 -1.728 -1.509 0.269
H 1.147 -2.970 -0.995 0.474
H 1.436 -3.645 0.967 0.414
H 1.701 -2.529 2.299 0.171
H 3.898 -3.197 0.290 0.125
H 3.726 -4.041 1.824 0.445
H 4.047 -2.291 1.817 0.261
H 4.892 2.293 -1.759 0.265
H 4.667 3.162 -0.251 0.456
H 5.430 1.295 0.804 -0.200
H 3.888 0.536 0.485 -0.220
H 5.896 0.334 -1.741 0.360
H 4.860 -0.922 -1.037 0.104
H 8.974 -2.249 0.520 0.312
H 7.680 -1.920 1.706 0.258
H 7.665 -3.429 0.795 0.220
H 0.227 4.449 -2.340 0.232
H 2.716 6.189 -3.489 0.366
H 3.759 5.471 -4.688 0.407
H 1.522 6.177 -5.615 0.422
H 1.954 4.497 -5.928 0.264
H 0.757 4.890 -4.689 0.186
H 1.906 -0.289 -4.456 0.829
H -0.114 -2.015 -3.746 -0.130
H 1.131 -1.829 -6.514 0.381
H 0.530 -3.263 -5.669 0.452
H 1.960 -2.472 -5.051 0.434
N -5.711 1.179 -4.502 -0.330
C -4.766 0.610 -5.247 0.443
C -5.033 -0.210 -6.333 -0.563
C -6.356 -0.455 -6.663 -0.373
C -7.352 0.129 -5.896 -0.389
C -6.977 0.936 -4.831 -0.295
H -3.744 0.823 -4.954 0.011
H -4.224 -0.644 -6.905 0.280
H -6.607 -1.090 -7.503 0.381
H -8.398 -0.034 -6.116 0.361
H -7.728 1.412 -4.210 0.367
N -1.507 -3.736 -0.010 -0.084
C -1.850 -4.877 -0.608 -0.121
C -2.312 -5.994 0.071 -0.748
C -2.423 -5.927 1.451 0.000
C -2.071 -4.749 2.090 -0.939
C -1.623 -3.688 1.318 -0.254
H -1.750 -4.894 -1.689 0.398
H -2.581 -6.892 -0.468 0.385
H -2.783 -6.777 2.013 0.298
H -2.142 -4.644 3.164 0.432
H -1.347 -2.751 1.786 0.574
N -2.074 -1.259 3.982 -0.376
C -2.943 -0.566 4.721 -0.561
C -2.819 0.797 4.957 -0.418
C -1.742 1.477 4.407 -0.655
C -0.841 0.765 3.640 -0.305
C -1.048 -0.593 3.463 -0.350
H -3.775 -1.128 5.130 0.355
H -3.545 1.314 5.566 0.872
H -1.619 2.541 4.560 0.422
H 0.014 1.232 3.179 0.439
H -0.353 -1.172 2.863 0.484
N 6.720 4.010 -5.217 -0.570
C 6.043 4.264 -4.095 -0.486
C 6.581 4.950 -3.016 -0.311
C 7.891 5.394 -3.100 -0.607
C 8.606 5.135 -4.258 -0.310
C 7.976 4.443 -5.282 -0.325
H 5.025 3.900 -4.069 1.125
H 5.984 5.129 -2.132 0.427
H 8.347 5.931 -2.278 0.396
H 9.632 5.460 -4.368 0.371
H 8.504 4.225 -6.204 0.384
N -4.489 4.053 1.922 -0.328
C -5.616 4.749 2.057 -0.447
C -6.585 4.455 3.006 -0.277
C -6.372 3.382 3.857 -0.309
C -5.197 2.654 3.734 -0.578
C -4.294 3.033 2.752 -0.006
H -5.751 5.572 1.364 0.347
H -7.489 5.046 3.072 0.364
H -7.115 3.123 4.600 0.400
H -5.006 1.809 4.369 0.376
H -3.366 2.490 2.612 0.457
N 5.947 -5.620 0.315 -0.129
C 6.095 -6.803 0.908 -0.228
C 6.574 -7.932 0.262 -0.507
C 6.918 -7.828 -1.077 -0.191
C 6.769 -6.604 -1.708 -0.828
C 6.281 -5.533 -0.973 0.015
H 5.814 -6.846 1.956 0.362
H 6.675 -8.867 0.796 0.371
H 7.297 -8.686 -1.617 0.376
H 7.026 -6.476 -2.751 0.379
H 6.157 -4.556 -1.426 0.393
N 7.569 4.116 4.428 -0.593
C 7.608 2.861 3.985 -0.275
C 6.504 2.189 3.481 -0.524
C 5.291 2.857 3.435 0.080
C 5.232 4.163 3.894 -0.511
C 6.395 4.744 4.377 -0.234
H 8.575 2.371 4.039 0.344
H 6.596 1.168 3.133 0.515
H 4.401 2.375 3.051 0.455
H 4.304 4.718 3.874 0.399
H 6.391 5.765 4.742 0.354
N -5.328 -7.602 1.587 -0.310
C -6.512 -6.994 1.582 -0.198
C -7.589 -7.406 2.353 -0.492
C -7.430 -8.512 3.172 -0.125
C -6.203 -9.157 3.187 -0.571
C -5.190 -8.662 2.381 -0.073
H -6.599 -6.135 0.926 0.366
H -8.528 -6.871 2.309 0.351
H -8.247 -8.866 3.787 0.364
H -6.032 -10.024 3.810 0.349
H -4.214 -9.138 2.370 0.355
N -9.868 3.626 4.792 -0.477
C -10.377 4.802 5.156 -0.117
C -10.950 5.041 6.396 -0.461
C -11.003 4.001 7.309 -0.163
C -10.479 2.770 6.946 -0.465
C -9.925 2.637 5.681 -0.115
H -10.321 5.591 4.414 0.362
H -11.345 6.018 6.635 0.349
H -11.443 4.146 8.287 0.365
H -10.499 1.929 7.625 0.353
H -9.503 1.690 5.362 0.390
```

total energy: -9831.21121 hartree
lowest unoccupied orbital energy: 0.5 eV
HOMO-LUMO gap: 9.86 eV
HOMO energy: -9.354 eV
total charge: 0

ORCA calculation (the ωB97M-V functional and the def2-TZVPD basis) on a structure of composition C62H85FInO2.

XYZ file:
```
151
Properties=species:S:1:pos:R:3:mulliken_charge:R:1
C 0.467 -2.664 0.231 -0.658
C 1.028 -3.960 -0.394 -0.451
C -0.067 -4.834 -1.032 -0.717
C -0.380 -4.475 -2.498 -1.215
C -1.367 -3.332 -2.670 0.307
C -2.824 -3.715 -2.336 -0.734
C -3.434 -2.800 -1.267 0.084
C -4.135 -1.640 -1.970 -0.707
C -4.693 -0.581 -1.024 -0.821
C -3.566 0.171 -0.281 -0.542
C -3.128 1.449 -1.011 -1.008
C -1.843 1.222 -1.812 0.536
C -1.488 2.399 -2.695 -0.867
C -0.283 2.156 -3.623 -1.439
In 1.352 1.120 -2.529 1.037
C 1.579 2.018 -0.472 -1.082
C 2.316 1.048 0.372 0.397
F 2.786 1.634 1.585 -0.409
O 3.239 1.274 -3.423 -0.747
C 3.808 0.075 -3.880 -0.453
C 3.991 -1.006 -2.820 0.617
O 5.383 -1.338 -2.645 -0.446
C 5.697 -1.538 -1.288 0.120
C 7.103 -2.131 -1.165 -1.098
H -0.579 -2.799 0.490 0.188
H 1.009 -2.421 1.140 0.586
H 0.542 -1.857 -0.486 -0.288
H 1.703 -3.666 -1.193 0.134
H 1.563 -4.537 0.351 0.367
H -0.995 -4.760 -0.469 0.366
H 0.266 -5.869 -1.014 0.377
H 0.553 -4.202 -2.989 0.500
H -0.771 -5.362 -2.990 0.341
H -1.090 -2.467 -2.077 -0.357
H -1.315 -3.014 -3.708 0.317
H -3.428 -3.597 -3.231 0.424
H -2.885 -4.767 -2.060 0.361
H -2.635 -2.409 -0.648 -0.210
H -4.148 -3.329 -0.640 0.372
H -4.944 -2.043 -2.573 0.385
H -3.407 -1.153 -2.617 0.227
H -5.298 0.130 -1.579 0.420
H -5.356 -1.035 -0.285 0.347
H -2.721 -0.491 -0.130 0.098
H -3.948 0.427 0.703 0.497
H -3.917 1.849 -1.639 0.394
H -2.889 2.175 -0.238 0.375
H -1.960 0.320 -2.407 -0.049
H -1.072 1.019 -1.076 -0.065
H -1.339 3.281 -2.071 0.273
H -2.372 2.613 -3.303 0.462
H 0.017 3.125 -4.019 0.467
H -0.643 1.590 -4.480 0.331
H 1.022 -0.640 -2.345 -0.414
H 2.213 2.896 -0.563 0.388
H 0.616 2.272 -0.044 0.311
H 1.661 0.222 0.633 0.067
H 3.205 0.706 -0.151 -0.119
H 4.815 0.306 -4.244 0.320
H 3.233 -0.296 -4.737 0.150
H 3.453 -1.906 -3.128 0.056
H 3.584 -0.714 -1.858 -0.299
H 4.996 -2.235 -0.823 0.133
H 5.606 -0.593 -0.750 0.192
H 7.044 -3.092 -0.671 0.249
H 7.760 -1.480 -0.603 0.196
H 7.474 -2.284 -2.169 0.402
C -5.583 -6.931 -1.419 -0.189
C -4.887 -7.492 -2.479 -0.459
C -4.708 -8.867 -2.543 -0.464
C -5.238 -9.683 -1.553 -0.403
C -5.939 -9.123 -0.494 -0.435
C -6.106 -7.747 -0.424 -0.520
H -5.717 -5.858 -1.362 0.486
H -4.478 -6.854 -3.253 0.431
H -4.156 -9.303 -3.365 0.370
H -5.102 -10.756 -1.605 0.356
H -6.351 -9.759 0.279 0.366
H -6.645 -7.307 0.407 0.468
C 9.395 0.247 2.311 -0.420
C 8.176 -0.406 2.196 -0.348
C 8.059 -1.733 2.586 -0.415
C 9.160 -2.405 3.099 -0.407
C 10.379 -1.751 3.217 -0.413
C 10.497 -0.426 2.820 -0.407
H 9.484 1.281 2.002 0.433
H 7.316 0.120 1.801 0.493
H 7.109 -2.243 2.490 0.407
H 9.068 -3.439 3.406 0.360
H 11.237 -2.275 3.618 0.349
H 11.449 0.082 2.907 0.364
C 5.252 3.636 1.273 -0.142
C 6.195 3.181 2.183 -0.561
C 7.384 3.876 2.366 -0.384
C 7.625 5.037 1.643 -0.543
C 6.681 5.495 0.734 -0.410
C 5.497 4.794 0.546 -0.633
H 4.332 3.086 1.133 0.398
H 6.002 2.278 2.749 0.503
H 8.122 3.513 3.071 0.451
H 8.550 5.583 1.786 0.371
H 6.869 6.401 0.169 0.536
H 4.763 5.147 -0.167 0.427
C 6.759 11.747 1.062 -0.453
C 5.542 11.089 0.944 -0.133
C 5.427 9.764 1.343 -0.863
C 6.526 9.099 1.868 -0.209
C 7.742 9.759 1.989 -0.497
C 7.860 11.081 1.583 -0.324
H 6.849 12.779 0.747 0.362
H 4.682 11.609 0.540 0.408
H 4.480 9.249 1.245 0.493
H 6.435 8.067 2.182 0.502
H 8.599 9.240 2.400 0.367
H 8.809 11.593 1.673 0.361
C -8.877 -1.341 -1.090 -0.425
C -8.203 -1.894 -2.171 -0.334
C -8.046 -3.269 -2.261 -0.412
C -8.571 -4.089 -1.273 -0.412
C -9.250 -3.539 -0.196 -0.386
C -9.402 -2.163 -0.103 -0.468
H -8.992 -0.267 -1.018 0.378
H -7.794 -1.252 -2.941 0.361
H -7.512 -3.701 -3.098 0.401
H -8.447 -5.163 -1.339 0.500
H -9.656 -4.187 0.572 0.423
H -9.926 -1.731 0.740 0.382
C -12.790 -7.725 1.906 -0.410
C -12.636 -6.960 0.758 -0.377
C -11.435 -6.985 0.063 -0.442
C -10.390 -7.781 0.512 -0.277
C -10.545 -8.549 1.658 -0.411
C -11.744 -8.518 2.357 -0.373
H -13.726 -7.703 2.450 0.353
H -13.453 -6.342 0.405 0.369
H -11.312 -6.384 -0.829 0.410
H -9.454 -7.804 -0.033 0.431
H -9.731 -9.171 2.007 0.367
H -11.863 -9.113 3.254 0.360
C 0.886 11.081 5.393 -0.433
C 1.130 11.918 4.313 -0.347
C 2.262 11.730 3.532 -0.462
C 3.147 10.701 3.825 0.048
C 2.900 9.863 4.904 -0.578
C 1.772 10.055 5.690 -0.320
H 0.004 11.229 6.003 0.347
H 0.437 12.717 4.079 0.356
H 2.456 12.386 2.692 0.350
H 4.027 10.552 3.212 0.289
H 3.588 9.059 5.132 0.371
H 1.582 9.403 6.533 0.361
```

total energy: -2853.89615 hartree
lowest unoccupied orbital energy: 1.9 eV
HOMO-LUMO gap: 6.82 eV
HOMO energy: -4.926 eV
total charge: -1